Computed, not measured: a molecular structure, C23H33I2N3OReSb, with ωB97M-V/def2-TZVPD.

Summary:
multiplicity: 4
HOMO energy (alpha / beta): -16.64 / -16.73 eV
LUMO (alpha / beta): -9.6 / -11.7 eV
Kohn-Sham gap (alpha / beta): 0.2588 / 0.1845 Ha
ΔE to the lowest compared entry with this formula, charge and spin: 0.000 eV
net charge: +3
electronic energy: -2048.6266 hartree

Structure (XYZ):
```
64
Properties=species:S:1:pos:R:3:forces:R:3:mulliken_charge:R:1
H -2.25181 -0.70904 4.86414 -0.001 -0.010 -0.001 0.54
C -3.20629 0.21653 -3.27640 -0.135 -0.091 -0.104 -0.68
C -2.83021 0.10326 -1.90118 0.074 -0.033 -0.016 1.00
C 1.86895 -2.25836 0.00145 0.001 -0.018 0.077 0.36
H -0.15259 -2.93163 0.50368 0.005 -0.037 0.055 0.10
H 0.18931 -2.87518 -1.24646 -0.032 0.004 0.014 0.22
I -2.14400 1.45699 -4.53667 0.005 0.016 -0.008 0.21
C -5.04794 -1.28852 -2.87619 0.050 0.038 -0.017 -0.44
C 4.45408 0.30032 0.78079 -0.022 -0.026 -0.044 -1.35
C 2.99840 -2.71733 -0.92110 0.044 0.051 -0.035 -1.43
H -3.95820 -1.48128 0.93994 0.004 0.027 0.000 0.59
H 0.86018 -4.14257 -0.23734 0.015 -0.004 0.010 0.58
C -1.47001 1.28712 5.06642 0.001 -0.004 -0.001 -0.32
H -1.59969 -1.75963 0.27792 0.012 0.053 -0.055 0.03
C -0.86426 2.33954 4.39574 0.028 -0.003 -0.081 -1.00
N -0.87292 1.07044 2.36867 -0.048 -0.033 -0.014 0.16
C -1.77537 0.12573 4.36818 0.020 -0.014 -0.040 -0.98
C -3.34416 -0.70665 0.47516 -0.075 0.011 0.050 -1.01
C 3.04388 0.69030 1.22041 0.088 -0.044 0.079 0.31
H -3.63860 0.24732 0.93435 -0.003 -0.019 -0.024 0.41
H 2.71200 1.94839 -3.48900 0.019 -0.014 -0.009 0.46
H 0.41976 4.79161 -0.67768 -0.014 -0.014 -0.010 0.26
Sb 1.60700 -0.11087 -0.17317 -0.183 0.103 0.028 -0.47
H 1.35475 2.29939 -2.43367 -0.001 -0.006 -0.011 0.17
C 2.32914 1.80950 -2.47637 -0.005 0.060 0.042 -1.29
C -0.16699 2.77872 -0.15614 0.083 0.071 -0.118 0.54
H 4.59860 -0.77750 0.73455 0.001 -0.024 -0.003 0.31
H 1.92832 2.47848 1.79399 0.018 0.006 -0.016 0.05
H 2.80203 0.17145 2.15306 -0.024 0.002 -0.021 0.51
C -4.29347 -0.47549 -3.74460 0.037 0.043 -0.038 -0.13
C -0.59011 2.20154 3.05254 -0.001 0.041 0.081 -0.05
Re -0.87197 0.91278 0.27593 0.196 -0.289 -0.082 1.26
H 3.64613 2.51540 2.16831 0.011 0.000 0.007 0.49
O -1.76799 0.74560 -1.49630 -0.049 0.092 0.133 -0.38
C -1.46025 0.03902 3.02897 -0.002 0.002 0.036 0.92
N 0.15287 3.85187 -0.43620 -0.002 0.019 0.084 -0.26
C -3.61850 -0.68366 -1.00848 -0.106 -0.069 -0.011 0.41
H 3.01493 2.31920 -1.79844 -0.012 0.006 0.000 0.29
N -1.91021 -0.94095 0.79721 0.012 0.041 0.040 -0.45
C 2.21295 0.32146 -2.18842 0.128 -0.064 -0.035 0.38
H -5.30311 -1.98111 -0.84673 0.010 0.004 0.026 0.47
H 4.71163 0.73202 -0.18819 0.010 0.000 -0.011 0.30
H -2.48467 -1.81565 2.65986 0.007 0.017 0.008 0.47
H 1.69690 -0.29272 -4.18075 0.001 0.014 -0.015 0.50
H 2.18496 -2.38382 1.04153 -0.029 0.008 -0.019 0.52
H -1.70760 1.36937 6.11870 -0.003 0.001 0.008 0.47
C -4.69523 -1.37174 -1.50381 0.040 -0.001 0.075 -0.71
I -6.64123 -2.31631 -3.56213 0.036 0.030 0.015 0.50
H 3.21873 -3.76438 -0.70615 0.001 -0.006 0.006 0.51
C 1.28940 -0.38461 -3.17252 -0.038 -0.070 0.039 -1.25
H 3.20636 -0.13630 -2.22204 -0.022 0.003 0.015 0.54
C 2.91494 2.19192 1.42603 -0.104 0.040 -0.043 -0.98
H 2.71170 -2.65750 -1.97137 0.014 -0.003 0.007 0.28
H -0.61433 3.26175 4.90013 0.001 0.009 0.001 0.47
H 3.92440 -2.16134 -0.78673 0.009 0.017 -0.003 0.30
H 5.17124 0.68614 1.50696 0.000 0.018 0.013 0.50
H 1.17767 -1.45062 -2.96502 0.005 0.030 -0.021 0.24
C 0.61236 -3.08003 -0.25965 -0.045 0.057 -0.046 -1.16
H -4.58158 -0.39506 -4.78408 0.011 0.009 -0.014 0.42
H 0.30061 0.07507 -3.17509 -0.042 0.007 0.001 0.00
C -1.67212 -1.22147 2.23881 0.045 -0.053 0.007 -0.91
H 3.11828 2.74702 0.50892 0.002 0.006 0.007 0.22
H -0.13889 3.00473 2.48882 -0.009 0.009 0.012 0.57
H -0.75820 -1.81864 2.30685 -0.039 -0.015 -0.011 0.41
```
Forces are in eV/Å.